The following is a DFT calculation (ωB97M-V with the def2-TZVPD basis set) of an isolated molecule of C14H18ClNO4S.

ΔE to the lowest compared entry with this formula, charge and spin   0.1281 eV
Max |F|   0.8 eV/A
E   -47848.1450 eV
Gap between HOMO and LUMO   9.49 eV
HOMO level   -0.32927 hartree
Lowest unoccupied orbital energy   0.53 eV

ORCA input file:
```
! wB97M-V def2-TZVPD RIJCOSX def2/J DEFGRID3
* xyz 0 1
O -3.7082 -2.1023 -0.4933
C -4.0043 -0.9313 -0.5957
C -5.4003 -0.3442 -0.7355
C -5.1550 1.1053 -1.1524
C -3.7505 1.3999 -0.6160
N -3.1272 0.0957 -0.5984
C -1.7272 -0.0867 -0.3352
C -1.4238 -0.0373 1.1765
O -1.6596 1.2280 1.7291
C 0.0114 -0.4972 1.4515
S 1.1859 0.5398 0.5028
O 1.3414 -0.0293 -0.8041
O 0.7197 1.9049 0.5786
C 2.7831 0.4000 1.4392
C 3.8122 -0.1757 0.5400
C 4.3125 -1.4588 0.7224
C 5.2376 -1.9913 -0.1577
C 5.6666 -1.2477 -1.2440
C 5.1715 0.0277 -1.4525
C 4.2485 0.5545 -0.5651
Cl 3.5989 2.1277 -0.8264
H -5.8871 -0.4086 0.2398
H -5.9946 -0.9123 -1.4481
H -5.1613 1.1852 -2.2399
H -5.8983 1.7915 -0.7519
H -3.7800 1.8200 0.3965
H -3.1850 2.0798 -1.2580
H -1.1544 0.6857 -0.8537
H -1.4451 -1.0685 -0.7237
H -2.1214 -0.7151 1.6870
H -0.9983 1.8387 1.3587
H 0.2424 -0.3606 2.5051
H 0.1783 -1.5227 1.1398
H 3.0154 1.4157 1.7516
H 2.5886 -0.2324 2.2996
H 3.9754 -2.0412 1.5675
H 5.6182 -2.9883 0.0017
H 6.3836 -1.6617 -1.9359
H 5.4902 0.6129 -2.3001
*
```

Atomic partial charges in e from the Mulliken method, atoms 1 to 4: number 1, O, carries -0.677; number 2, C, carries 0.525; number 3, C, carries -0.607; number 4, C, carries -0.567